A:
Computed, not measured: an isolated molecule of C2H2BrClO, with ωB97M-V/def2-TZVPD.

Geometry (Å):
O (-1.70, 0.35, 0.56)
C (-0.85, -0.09, -0.21)
C (0.62, 0.20, 0.01)
Cl (0.89, 0.87, 1.61)
Br (1.49, -1.53, -0.26)
H (-1.30, -0.64, -0.98)
H (0.85, 0.83, -0.74)

orbital gap = 10.55 eV
spin multiplicity = 1



B:
Computed, not measured: an isolated molecule of C2H2BrClO, with ωB97M-V/def2-TZVPD.

Geometry (Å):
C (1.24, 2.58, 2.09)
C (-1.12, -0.44, 1.44)
O (2.21, 2.76, 1.43)
Cl (0.85, 3.27, 3.54)
Br (-0.38, 1.33, 1.11)
H (-0.46, -1.28, 1.16)
H (-1.33, -0.49, 2.51)

orbital gap (alpha / beta) = 7.13 / 8.11 eV
spin multiplicity = 1



Tell me which of them is the most stable. Sure, it is A.



A:
Computed, not measured: a structure of composition C2H2BrClO, with ωB97M-V/def2-TZVPD.

Geometry (Å):
C (1.21, 0.97, 0.87)
C (-1.67, -0.67, -1.23)
O (1.55, 0.25, -0.02)
Cl (-2.83, -1.56, -0.49)
Br (-0.21, -1.69, -1.67)
H (0.56, 0.76, 1.65)
H (1.39, 1.95, 0.89)

orbital gap = 8.30 eV
spin multiplicity = 1



B:
Computed, not measured: a cluster of 2 separate species, C2H2BrClO in total, with ωB97M-V/def2-TZVPD.

Geometry (Å):
C (1.26, 0.30, -0.27)
C (-0.79, -0.30, 0.32)
O (2.00, -0.45, -0.74)
Cl (-1.13, -1.84, -0.37)
Br (-1.96, 1.13, -0.13)
H (1.45, 1.44, -0.15)
H (-0.84, -0.28, 1.34)

orbital gap = 9.31 eV
spin multiplicity = 1



Tell me which of them is the most stable. Sure, it is B.